1.
A 3-piece molecular cluster, C33H54N4O15P3 overall. Source: OMol25; level of theory: ωB97M-V/def2-TZVPD.

Positions of all 109 atoms, in Å:
1 C 2.109 6.322 0.051
2 C 0.906 5.317 -0.084
3 C -0.407 5.864 -0.497
4 C -1.565 4.967 -0.628
5 C -1.391 3.539 -0.359
6 C -2.639 2.587 -0.536
7 C -2.684 2.213 -2.100
8 C -3.978 3.331 -0.151
9 C -0.077 2.978 0.043
10 O -0.050 1.596 0.280
11 C 0.873 0.950 -0.620
12 C 0.420 -0.505 -0.988
13 C 0.161 -0.674 -2.428
14 C -0.314 -1.945 -2.976
15 C -0.626 -2.097 -4.491
16 O -1.492 -1.404 -4.948
17 O 0.004 -3.014 -5.326
18 N 1.326 -3.156 -4.839
19 C -0.509 -3.044 -1.972
20 C -1.018 -4.406 -2.565
21 C -2.604 -4.460 -2.568
22 O -3.166 -3.157 -2.811
23 C -3.266 -5.113 -1.289
24 N -3.844 -4.095 -0.355
25 C -0.226 -2.801 -0.544
26 C -0.506 -3.992 0.421
27 O -1.505 -3.561 1.341
28 C -1.758 -4.493 2.344
29 C -2.357 -3.961 3.592
30 C -2.721 -4.821 4.720
31 C -2.500 -6.269 4.611
32 C -1.881 -6.843 3.400
33 C -1.528 -5.937 2.278
34 N 0.252 -1.560 -0.066
35 P 0.629 -1.244 1.641
36 N -0.606 -0.476 2.213
37 O 0.846 -2.580 2.601
38 O 2.057 -0.374 1.822
39 C 1.064 3.878 0.201
40 H 2.239 6.535 1.157
41 H 1.894 7.293 -0.459
42 H 3.064 5.832 -0.278
43 H -0.450 6.964 -0.706
44 H -2.546 5.376 -0.959
45 H -2.457 1.675 0.097
46 H -1.732 2.465 -2.636
47 H -2.838 1.102 -2.176
48 H -3.587 2.721 -2.526
49 H -3.805 3.890 0.804
50 H -4.225 4.055 -0.980
51 H -4.846 2.628 -0.070
52 H 0.883 1.612 -1.540
53 H 1.939 0.999 -0.236
54 H 0.297 0.175 -3.148
55 H 1.262 -3.863 -4.091
56 H 1.856 -3.533 -5.627
57 H -0.558 -5.287 -2.027
58 H -0.690 -4.526 -3.640
59 H -2.909 -5.106 -3.446
60 H -3.581 -3.210 -3.694
61 H -2.609 -5.846 -0.744
62 H -4.141 -5.731 -1.669
63 H -4.018 -4.599 0.521
64 H -4.783 -3.852 -0.696
65 H 0.482 -4.256 0.916
66 H -0.864 -4.927 -0.069
67 H -2.533 -2.854 3.655
68 H -3.187 -4.332 5.607
69 H -2.805 -6.928 5.455
70 H -1.721 -7.946 3.343
71 H -1.087 -6.394 1.359
72 H -0.999 -1.016 2.993
73 H 1.796 -2.830 2.590
74 H 2.655 -0.637 1.084
75 H 2.064 3.488 0.504
76 C 3.099 -1.064 4.405
77 O 3.823 -0.679 5.574
78 P 2.843 -0.368 6.945
79 O 2.680 1.098 6.597
80 O 4.110 -0.623 7.940
81 C 5.381 -0.061 7.635
82 O 1.800 -0.351 8.276
83 C 1.850 0.776 9.141
84 H 3.812 -1.282 3.609
85 H 2.511 -1.962 4.609
86 H 2.442 -0.255 4.086
87 H 5.285 0.904 7.132
88 H 5.950 -0.751 7.011
89 H 5.922 0.083 8.571
90 H 1.341 1.625 8.685
91 H 2.878 1.040 9.392
92 H 1.321 0.512 10.058
93 C -0.554 2.325 -6.535
94 O 0.011 3.638 -6.577
95 P 1.405 3.846 -5.607
96 O 0.598 4.263 -4.391
97 O 1.870 5.127 -6.501
98 C 0.919 6.117 -6.878
99 O 2.907 3.846 -4.827
100 C 3.175 4.895 -3.906
101 H -1.401 2.290 -7.218
102 H 0.185 1.586 -6.854
103 H -0.900 2.094 -5.524
104 H 0.153 6.253 -6.111
105 H 0.453 5.841 -7.824
106 H 1.448 7.060 -7.017
107 H 2.646 4.720 -2.968
108 H 2.904 5.867 -4.318
109 H 4.247 4.891 -3.698

Cartesian forces (eV/Å) of the 3 atoms listed first:
C -0.54 -0.99 1.03
C -1.53 -0.46 -0.48
C 0.70 -2.43 0.51

Output
Largest force on an atom = 9.21 eV/A
Frontier orbital gap = 5.265 eV
Total charge = +1


2.
A 3-piece molecular cluster, C33H55ClN7O9PS overall. Source: OMol25; level of theory: ωB97M-V/def2-TZVPD.

Positions of all 107 atoms, in Å:
1 C 1.015 2.161 3.900
2 C -0.423 1.391 3.582
3 N -1.212 2.192 2.562
4 C -2.675 1.813 2.526
5 C -2.989 0.257 2.132
6 C -2.040 -0.383 0.963
7 C -1.690 -2.011 1.122
8 C -0.777 -2.863 0.043
9 P -0.348 -4.732 0.182
10 O 0.124 -5.184 1.798
11 Cl -2.176 -5.787 -0.305
12 C -0.220 -2.049 -1.266
13 C -0.537 -0.450 -1.433
14 C -1.431 0.390 -0.347
15 N -1.684 1.864 -0.564
16 C -0.529 2.577 -0.759
17 C -0.607 3.861 -1.828
18 C 0.915 2.348 -0.024
19 C 0.220 -0.025 -2.823
20 O -0.007 0.995 -3.662
21 N 1.293 -1.126 -2.948
22 C 2.425 -1.035 -1.947
23 C 3.871 -0.580 -2.580
24 S 5.196 -0.911 -1.246
25 C 5.057 0.341 0.148
26 N 4.186 0.373 1.396
27 N 4.438 1.481 2.194
28 C 5.512 2.301 1.456
29 O 5.878 1.591 0.215
30 C 0.699 -2.494 -2.548
31 O 0.920 -3.697 -3.101
32 C -1.208 3.673 2.995
33 C -1.763 4.193 4.467
34 O -0.726 4.628 2.153
35 H 0.848 2.917 4.783
36 H 1.875 1.410 4.223
37 H 1.433 2.762 2.986
38 H -1.045 1.177 4.557
39 H -0.111 0.382 3.026
40 H -3.204 2.484 1.692
41 H -3.266 2.042 3.523
42 H -2.797 -0.384 3.122
43 H -4.124 0.084 1.869
44 H -2.130 -2.591 2.068
45 H 0.009 -4.381 2.397
46 H 0.113 4.739 -1.461
47 H -1.725 4.198 -1.905
48 H -0.265 3.488 -2.893
49 H 1.094 1.282 0.420
50 H 1.177 3.125 0.814
51 H 1.747 2.494 -0.868
52 H 2.577 -2.138 -1.522
53 H 2.221 -0.339 -1.027
54 H 4.187 -1.225 -3.504
55 H 3.852 0.572 -2.870
56 H 6.003 3.334 1.794
57 H -1.335 5.249 4.783
58 H -1.517 3.454 5.341
59 H -2.948 4.322 4.449
60 C -0.811 -7.435 6.462
61 O -1.886 -6.714 7.053
62 C -1.532 -6.092 8.295
63 C -1.493 -4.564 8.143
64 N -0.354 -4.138 7.326
65 C -0.410 -2.732 6.920
66 C -1.581 -2.302 6.012
67 O -1.538 -2.869 4.701
68 C -2.108 -4.166 4.601
69 H -1.211 -8.007 5.620
70 H -0.052 -6.752 6.079
71 H -0.366 -8.133 7.176
72 H -0.591 -6.484 8.702
73 H -2.326 -6.349 9.007
74 H -1.415 -4.105 9.137
75 H -2.440 -4.252 7.696
76 H -0.320 -4.711 6.483
77 H 0.522 -2.526 6.382
78 H -0.402 -2.101 7.817
79 H -1.495 -1.219 5.867
80 H -2.561 -2.462 6.476
81 H -2.933 -4.318 5.299
82 H -1.337 -4.924 4.745
83 H -2.491 -4.292 3.583
84 C 0.892 0.054 -8.597
85 O -0.182 0.775 -8.005
86 C 0.172 1.397 -6.764
87 C 0.211 2.925 -6.915
88 N 1.349 3.351 -7.733
89 C 1.294 4.757 -8.139
90 C 0.122 5.187 -9.047
91 O 0.166 4.620 -10.358
92 C -0.404 3.323 -10.458
93 H 0.493 -0.518 -9.439
94 H 1.652 0.737 -8.979
95 H 1.338 -0.644 -7.883
96 H 1.112 1.005 -6.357
97 H -0.622 1.140 -6.052
98 H 0.289 3.384 -5.922
99 H -0.737 3.237 -7.363
100 H 1.383 2.778 -8.576
101 H 2.226 4.963 -8.677
102 H 1.302 5.388 -7.242
103 H 0.208 6.270 -9.192
104 H -0.857 5.027 -8.583
105 H -1.230 3.171 -9.759
106 H 0.367 2.565 -10.314
107 H -0.788 3.197 -11.475

Cartesian forces (eV/Å) of the 3 atoms listed first:
C 0.04 0.00 0.64
C 1.69 -0.64 -0.49
N -0.98 1.82 2.09

Output
SMILES string = CCN(CCc1cc(P(O)Cl)c2c(c1N=C(C)C)C(=O)N(CCSc1nnco1)C2=O)C(C)=O.COCCNCCOC.COCCNCCOC
Largest force on an atom = 9.28 eV/A
Frontier orbital gap = 6.942 eV
Total charge = 0


3.
A 8-piece molecular cluster, C33H55F9N10O9S3 overall. Source: OMol25; level of theory: ωB97M-V/def2-TZVPD.

Positions of all 119 atoms, in Å:
1 C -0.129 -1.303 -3.731
2 C -1.655 -1.726 -3.989
3 N -1.881 -3.118 -3.596
4 C -1.588 -4.284 -4.358
5 C -2.267 -5.305 -3.606
6 N -2.752 -4.851 -2.473
7 C -2.497 -3.521 -2.476
8 C -3.725 -5.484 -1.544
9 H 0.272 -1.778 -2.835
10 H -0.068 -0.224 -3.594
11 H 0.434 -1.687 -4.582
12 H -1.902 -1.495 -5.026
13 H -2.233 -1.087 -3.322
14 H -1.208 -4.338 -5.367
15 H -2.505 -6.335 -3.823
16 H -2.957 -2.879 -1.739
17 H -4.263 -4.691 -1.024
18 H -3.228 -6.027 -0.740
19 H -4.521 -6.052 -2.024
20 C 2.495 3.984 1.555
21 C 1.225 4.084 0.605
22 N 1.553 4.314 -0.812
23 C 2.090 5.515 -1.307
24 C 2.303 5.464 -2.684
25 N 1.855 4.164 -3.123
26 C 1.386 3.487 -1.997
27 C 2.046 3.642 -4.408
28 H 3.083 3.085 1.371
29 H 2.070 3.873 2.553
30 H 3.040 4.915 1.398
31 H 0.548 4.789 1.087
32 H 0.649 3.169 0.747
33 H 2.169 6.308 -0.578
34 H 2.705 6.135 -3.429
35 H 0.955 2.497 -2.002
36 H 2.507 2.660 -4.301
37 H 2.828 4.247 -4.866
38 H 1.082 3.455 -4.880
39 C -1.688 -2.938 3.060
40 C -3.132 -2.478 3.265
41 N -3.203 -1.753 4.512
42 C -2.365 -0.691 4.855
43 C -2.527 -0.408 6.205
44 N -3.473 -1.331 6.683
45 C -3.845 -2.177 5.728
46 C -4.076 -1.286 7.981
47 H -0.880 -2.234 3.261
48 H -1.453 -3.251 2.043
49 H -1.573 -3.886 3.586
50 H -3.773 -3.360 3.278
51 H -3.448 -1.858 2.425
52 H -1.745 -0.245 4.091
53 H -2.067 0.316 6.862
54 H -4.528 -3.013 5.761
55 H -5.157 -1.359 8.101
56 H -4.039 -0.253 8.325
57 H -3.411 -1.887 8.601
58 C 0.118 -4.497 -0.786
59 C 1.561 -4.497 -0.345
60 N 2.631 -4.522 -1.329
61 C 2.502 -4.727 -2.671
62 C 3.770 -4.804 -3.227
63 N 4.694 -4.469 -2.329
64 C 4.030 -4.436 -1.127
65 C 6.108 -4.189 -2.534
66 H -0.610 -4.577 0.021
67 H -0.126 -5.375 -1.383
68 H -0.116 -3.594 -1.349
69 H 1.980 -5.302 0.259
70 H 1.643 -3.662 0.350
71 H 1.510 -4.851 -3.081
72 H 4.069 -5.102 -4.221
73 H 4.588 -4.220 -0.228
74 H 6.289 -3.138 -2.756
75 H 6.462 -4.638 -3.462
76 H 6.804 -4.345 -1.710
77 C -2.485 7.459 -0.878
78 C -2.686 6.264 0.030
79 N -2.706 5.030 -0.769
80 C -2.838 3.771 -0.239
81 C -2.698 2.757 -1.189
82 N -2.554 3.489 -2.378
83 C -2.547 4.880 -2.104
84 C -2.212 3.006 -3.598
85 H -1.585 7.431 -1.493
86 H -2.382 8.268 -0.155
87 H -3.329 7.743 -1.506
88 H -3.581 6.215 0.651
89 H -1.895 6.121 0.766
90 H -3.288 3.690 0.739
91 H -2.620 1.689 -1.053
92 H -2.380 5.625 -2.868
93 H -2.833 3.580 -4.285
94 H -2.533 1.965 -3.624
95 H -1.228 3.402 -3.851
96 C 1.139 -0.526 0.926
97 F 2.002 -0.926 0.041
98 F 1.029 -1.382 1.882
99 F 1.461 0.667 1.363
100 S -0.605 -0.354 0.092
101 O -0.840 -1.729 -0.358
102 O -1.554 0.244 1.054
103 O -0.377 0.674 -0.949
104 C 5.710 -0.996 1.210
105 F 4.733 -0.851 0.287
106 F 5.669 -0.004 2.107
107 F 5.531 -2.235 1.762
108 S 7.357 -0.877 0.306
109 O 7.366 0.346 -0.440
110 O 8.441 -0.941 1.301
111 O 7.306 -2.099 -0.536
112 C -0.807 3.087 3.525
113 F 0.130 2.417 2.868
114 F -0.729 4.358 3.239
115 F -1.996 2.575 3.209
116 S -0.541 2.916 5.451
117 O 0.369 4.035 5.826
118 O -1.849 3.134 6.095
119 O -0.002 1.519 5.748

Cartesian forces (eV/Å) of the 3 atoms listed first:
C -1.29 -1.05 -0.54
C 2.29 1.32 1.42
N -0.10 -2.03 -0.31

Output
Largest force on an atom = 6.60 eV/A
Frontier orbital gap = 5.680 eV
Total charge = +2


Ordered calculated total energy results: -3660.94547; -3549.77850; -4607.79916; unit hartree.